Computed, not measured: a 8-piece molecular cluster, C18H52N4O8 overall, with ωB97M-V/def2-TZVPD.

The HOMO-LUMO gap comes out at 9.29 eV. For the energy above the lowest of the compared OMol25 structures with the same formula, charge and spin, the calculation gives 0.0 kcal per mole. Its multiplicity is 1. The charge is 0.

Each atom is followed by the atoms it is bonded to, with distances in Å.
Atoms and positions in Å:
1 H 0.95715 -2.53930 5.94643  C16 1.090
2 H -0.20764 -1.70014 0.63883  N9 1.003
3 O 2.73735 -0.48700 -0.78972  C53 1.427, H61 0.983
4 H 0.81021 2.70817 -3.52034  C59 1.091
5 H -0.50368 3.04860 0.92207  N11 1.009
6 C -2.71898 -3.63157 4.32791  C8 1.527, H48 1.092, H79 1.097, H82 1.086
7 H 3.40496 1.99808 1.32072  C34 1.100
8 C -2.48154 -2.35154 3.53022  C6 1.527, H36 1.090, C47 1.530, O63 1.433
9 N -0.03124 -0.82904 0.17300  H2 1.003, C44 1.346, H76 1.016
10 H 5.63523 0.54347 0.58104  C19 1.089
11 N -0.50644 3.70351 1.68999  H5 1.009, H71 1.003, C73 1.362
12 H 0.44311 -2.69669 -2.17758  C39 1.094
13 H -1.85252 2.46380 -1.00061  O56 0.976
14 H 2.42520 -1.55303 6.00172  C16 1.092
15 H 2.72549 -1.68541 3.55335  C30 1.097
16 C 1.90302 -2.33448 5.44475  H1 1.090, H14 1.092, C30 1.511, H75 1.094
17 H 1.40195 -1.43772 -3.03200  C39 1.088
18 H 3.43762 -0.32620 1.16848  C53 1.090
19 C 4.96449 0.20794 -0.20898  H10 1.089, C53 1.521, H64 1.094, H67 1.095
20 C -2.70433 1.35110 -3.13356  H38 1.091, C51 1.530, H66 1.095, H72 1.090
21 H -2.05008 1.06754 1.67870  N25 1.008
22 H 1.90374 1.70115 0.50564  C34 1.091
23 H 4.35990 0.68708 -3.62896  O65 0.960
24 C -0.10264 -1.62914 -5.39935  H43 1.097, H54 1.091, C62 1.503, H81 1.093
25 N -1.78786 0.18260 1.27423  H21 1.008, H26 1.011, C44 1.357
26 H -1.94848 -0.66988 1.79375  N25 1.011
27 H 3.31899 2.71006 -3.59301  C49 1.096
28 H 0.80926 1.01389 -3.01127  C59 1.085
29 H -4.71576 2.12632 -0.43338  C60 1.091
30 C 1.74960 -1.90464 4.00389  H15 1.097, C16 1.511, H40 1.092, O74 1.415
31 H -4.08370 3.00593 -2.71684  C51 1.088
32 H -5.11249 1.01798 -1.75902  C60 1.094
33 H 1.54631 2.26089 -2.00017  C59 1.087
34 C 2.98327 1.60358 0.38464  H7 1.100, H22 1.091, H41 1.091, C53 1.519
35 N -2.67453 4.35009 1.16343  H37 1.001, H68 1.023, C73 1.368
36 H -3.43893 -1.98954 3.15496  C8 1.090
37 H -3.47024 4.93267 1.33438  N35 1.001
38 H -1.95553 1.86378 -3.73970  C20 1.091
39 C 0.45949 -1.98008 -3.00438  H12 1.094, H17 1.088, C62 1.528, H78 1.094
40 H 1.26268 -0.92751 3.96630  C30 1.092
41 H 3.31178 2.31188 -0.37781  C34 1.091
42 H -1.39211 -0.49452 3.89689  C47 1.089
43 H 0.82154 -1.06403 -5.57282  C24 1.097
44 C -0.84002 0.23926 0.30426  N9 1.346, N25 1.357, O77 1.252
45 O 1.18273 -3.49380 -4.77517  C62 1.433, H70 0.965
46 H -2.68657 -0.85924 5.06516  C47 1.094
47 C -1.88603 -1.28874 4.45508  C8 1.530, H42 1.089, H46 1.094, H80 1.092
48 H -1.96174 -3.75711 5.10521  C6 1.092
49 C 2.72329 1.80213 -3.73910  H27 1.096, C59 1.518, O65 1.438, H69 1.096
50 H 1.52952 -3.67356 3.14615  O74 0.961
51 C -3.45506 2.29236 -2.18879  C20 1.530, H31 1.088, O56 1.430, C60 1.522
52 H -0.81542 -3.23192 -4.19345  C62 1.094
53 C 3.50234 0.18658 0.20935  O3 1.427, H18 1.090, C19 1.521, C34 1.519
54 H -0.38461 -2.03547 -6.37192  C24 1.091
55 O -1.44440 5.48879 2.71313  C73 1.236
56 O -2.48412 3.04870 -1.45972  H13 0.976, C51 1.430
57 H -3.68727 0.71896 -0.72112  C60 1.090
58 H -0.70829 -2.82196 2.74097  O63 0.979
59 C 1.39031 1.92967 -3.02325  H4 1.091, H28 1.085, H33 1.087, C49 1.518
60 C -4.29196 1.48519 -1.20711  H29 1.091, H32 1.094, C51 1.522, H57 1.090
61 H 2.91655 -0.08802 -1.67055  O3 0.983
62 C 0.10761 -2.66015 -4.32654  C24 1.503, C39 1.528, O45 1.433, H52 1.094
63 O -1.60552 -2.59281 2.42195  C8 1.433, H58 0.979
64 H 5.15463 0.80702 -1.10496  C19 1.094
65 O 3.46970 0.66492 -3.27149  H23 0.960, C49 1.438
66 H -3.36771 0.88251 -3.86753  C20 1.095
67 H 5.26428 -0.77919 -0.57702  C19 1.095
68 H -2.68420 3.80813 0.29541  N35 1.023
69 H 2.62869 1.70291 -4.82627  C49 1.096
70 H 1.34425 -4.10009 -4.04183  O45 0.965
71 H 0.24580 3.84716 2.33694  N11 1.003
72 H -2.20278 0.56798 -2.56437  C20 1.090
73 C -1.52949 4.58391 1.87488  N11 1.362, N35 1.368, O55 1.236
74 O 1.04476 -2.84663 3.21774  C30 1.415, H50 0.961
75 H 2.50291 -3.24379 5.54222  C16 1.094
76 H 0.77742 -0.72414 -0.43359  N9 1.016
77 O -0.64629 1.27436 -0.37278  C44 1.252
78 H -0.32420 -1.27388 -2.71382  C39 1.094
79 H -3.62765 -3.47269 4.92094  C6 1.097
80 H -1.14811 -1.65181 5.17291  C47 1.092
81 H -0.80885 -0.82896 -5.16318  C24 1.093
82 H -2.82811 -4.53523 3.73541  C6 1.086

Partial charges, Löwdin, in e: atom 1 (H): 0.07, atom 2 (H): 0.09, atom 3 (O): -0.09, atom 4 (H): 0.09, atom 5 (H): 0.06, atom 6 (C): -0.05, atom 7 (H): 0.08, atom 8 (C): -0.46, atom 9 (N): 0.21, atom 10 (H): 0.08, atom 11 (N): 0.16, atom 12 (H): 0.08, atom 13 (H): 0.03, atom 14 (H): 0.08, atom 15 (H): 0.11, atom 16 (C): -0.08, atom 17 (H): 0.07, atom 18 (H): 0.13, atom 19 (C): -0.06, atom 20 (C): -0.06, atom 21 (H): 0.11, atom 22 (H): 0.06, atom 23 (H): 0.10, atom 24 (C): -0.07, atom 25 (N): 0.19, atom 26 (H): 0.06, atom 27 (H): 0.11, atom 28 (H): 0.06, atom 29 (H): 0.08, atom 30 (C): -0.31, atom 31 (H): 0.14, atom 32 (H): 0.08, atom 33 (H): 0.06, atom 34 (C): -0.06, atom 35 (N): 0.16, atom 36 (H): 0.14, atom 37 (H): 0.10, atom 38 (H): 0.07, atom 39 (C): -0.06, atom 40 (H): 0.11, atom 41 (H): 0.08, atom 42 (H): 0.07, atom 43 (H): 0.08, atom 44 (C): -0.62, atom 45 (O): -0.05, atom 46 (H): 0.09, atom 47 (C): -0.05, atom 48 (H): 0.07, atom 49 (C): -0.28, atom 50 (H): 0.11, atom 51 (C): -0.46, atom 52 (H): 0.13, atom 53 (C): -0.46, atom 54 (H): 0.08, atom 55 (O): -0.01, atom 56 (O): -0.11, atom 57 (H): 0.06, atom 58 (H): 0.05, atom 59 (C): -0.07, atom 60 (C): -0.06, atom 61 (H): 0.05, atom 62 (C): -0.49, atom 63 (O): -0.10, atom 64 (H): 0.07, atom 65 (O): -0.10, atom 66 (H): 0.08, atom 67 (H): 0.08, atom 68 (H): 0.06, atom 69 (H): 0.11, atom 70 (H): 0.09, atom 71 (H): 0.10, atom 72 (H): 0.06, atom 73 (C): -0.68, atom 74 (O): -0.09, atom 75 (H): 0.08, atom 76 (H): 0.07, atom 77 (O): -0.04, atom 78 (H): 0.06, atom 79 (H): 0.08, atom 80 (H): 0.06, atom 81 (H): 0.07, atom 82 (H): 0.08